a.
The following is a quantum chemistry calculation of C3H3N3 as an isolated structure, from the OMol25 dataset.

## Properties
HOMO-LUMO gap: 8.512 eV
LUMO level: -1.81 eV

The geometry in ORCA input format:
```
! wB97M-V def2-TZVPD RIJCOSX def2/J DEFGRID3
* xyz 0 1
N 0.42 0.65 -0.43
C -0.04 0.15 0.63
C -0.89 0.86 1.54
N -1.63 1.39 2.26
C -0.01 -2.16 -1.30
N 0.83 -1.41 -1.66
H 0.86 -0.24 -1.18
H 0.22 1.61 -0.69
H 0.18 -0.91 0.81
*
```

=====

b.
The following is a quantum chemistry calculation of one molecule with the formula C3H3N3, from the OMol25 dataset.

## Properties
structure (SMILES): [H]/N=C1\C=NC=N1
HOMO-LUMO gap: 9.355 eV
LUMO level: -1.22 eV

The geometry in ORCA input format:
```
! wB97M-V def2-TZVPD RIJCOSX def2/J DEFGRID3
* xyz 0 1
C 0.72 0.21 0.12
C -0.59 -0.14 0.80
C -0.82 -0.19 -1.33
H 1.94 0.38 1.55
H -0.70 -0.20 1.90
H -1.40 -0.24 -2.24
N 1.89 0.43 0.54
N -1.48 -0.40 -0.08
N 0.43 0.14 -1.27
*
```

=====

The least stable of them is a.

=====

a.
The following is a quantum chemistry calculation of one molecule with the formula C3H3N3, from the OMol25 dataset.

## Properties
structure (SMILES): [H]/N=C1/C=NC=N1
HOMO-LUMO gap: 9.185 eV
LUMO level: -1.56 eV

The geometry in ORCA input format:
```
! wB97M-V def2-TZVPD RIJCOSX def2/J DEFGRID3
* xyz 0 1
C 0.77 -0.10 -0.11
C -0.20 1.01 -0.08
C -1.35 -0.69 0.12
H 2.57 -0.71 0.02
H 0.06 1.99 0.09
H -2.36 -1.31 -0.07
N 2.07 0.12 0.08
N -1.41 0.83 0.01
N -0.14 -1.13 -0.06
*
```

=====

b.
The following is a quantum chemistry calculation of one molecule with the formula C3H3N3, from the OMol25 dataset.

## Properties
HOMO-LUMO gap: 8.432 eV
LUMO level: -0.09 eV

The geometry in ORCA input format:
```
! wB97M-V def2-TZVPD RIJCOSX def2/J DEFGRID3
* xyz 0 1
N -0.80 -0.39 -0.26
C 0.39 0.10 0.55
C 1.65 -0.43 0.02
N 2.62 -0.83 -0.48
C -0.70 1.13 -0.10
N -1.31 2.13 -0.34
H -1.55 -0.90 0.19
H -0.57 -0.71 -1.19
H 0.27 -0.11 1.62
*
```

=====

c.
The following is a quantum chemistry calculation of one molecule with the formula C3H3N3, from the OMol25 dataset.

## Properties
structure (SMILES): N#CC(N)C#N
HOMO-LUMO gap: 11.551 eV
LUMO level: 0.28 eV

The geometry in ORCA input format:
```
! wB97M-V def2-TZVPD RIJCOSX def2/J DEFGRID3
* xyz 0 1
N 0.70 -1.11 -0.09
C 0.11 0.16 0.29
C 0.06 1.22 -0.76
N 0.03 2.05 -1.55
C -1.26 -0.06 0.79
N -2.33 -0.25 1.19
H 1.71 -1.07 -0.10
H 0.36 -1.44 -0.98
H 0.70 0.56 1.12
*
```

=====

The least stable of them is b.

=====

a.
The following is a quantum chemistry calculation of one molecule with the formula C3H3N3, from the OMol25 dataset.

## Properties
HOMO-LUMO gap (spin up / spin down): 7.192 / 7.197 eV
LUMO level (spin up / spin down): -0.62 / -0.62 eV

The geometry in ORCA input format:
```
! wB97M-V def2-TZVPD RIJCOSX def2/J DEFGRID3
* xyz 0 1
C -0.06 -0.11 0.82
C -0.17 1.11 0.33
N 0.23 1.37 -1.02
N 0.61 0.75 -1.91
N 0.63 -1.43 -1.21
C 0.14 -1.30 -0.06
H -0.35 -0.33 1.84
H -0.53 1.99 0.82
H -0.50 -2.06 0.38
*
```

=====

b.
The following is a quantum chemistry calculation of one molecule with the formula C3H3N3, from the OMol25 dataset.

## Properties
structure (SMILES): N#CC(N)C#N
HOMO-LUMO gap: 10.932 eV
LUMO level: 0.44 eV

The geometry in ORCA input format:
```
! wB97M-V def2-TZVPD RIJCOSX def2/J DEFGRID3
* xyz 0 1
N -0.80 -0.96 -0.13
C -0.03 0.21 0.44
C 1.27 -0.22 -0.02
N 2.22 -0.72 -0.45
C -0.41 1.57 -0.06
N -0.69 2.63 -0.45
H -0.54 -1.88 0.24
H -0.81 -1.01 -1.14
H -0.07 0.30 1.55
*
```

=====

The least stable of them is a.

=====

a.
The following is a quantum chemistry calculation of an isolated ion of composition C19H32FN2O3 and charge +1, from the OMol25 dataset.

## Properties
structure (SMILES): CCCCOOC(=O)c1c(NCCC)c[nH+]c(CCC)c1[C@@H](F)CC
HOMO-LUMO gap: 8.255 eV
LUMO level: -4.43 eV

The geometry in ORCA input format:
```
! wB97M-V def2-TZVPD RIJCOSX def2/J DEFGRID3
* xyz 1 1
C -2.54 -3.71 1.31
C -1.86 -3.66 -0.07
C -2.82 -3.29 -1.20
C -3.22 -1.82 -1.16
O -2.53 -1.02 -2.13
O -1.27 -0.66 -1.52
C -0.96 0.61 -1.87
O -1.41 1.19 -2.80
C 0.05 1.26 -0.93
C 1.04 2.06 -1.55
N 1.17 2.18 -2.96
C 2.25 1.31 -3.52
C 2.17 -0.12 -3.01
C 2.99 -1.06 -3.92
C 1.92 2.72 -0.73
N 1.82 2.62 0.60
C 0.92 1.86 1.24
C 1.01 1.87 2.73
C 2.18 0.99 3.23
C 3.47 1.77 3.49
C 0.01 1.14 0.46
C -1.01 0.28 1.16
F -0.35 -0.43 2.17
C -2.19 1.07 1.73
C -3.09 0.15 2.56
H -2.64 -4.73 1.66
H -1.98 -3.14 2.05
H -3.54 -3.27 1.27
H -1.06 -2.92 -0.05
H -1.41 -4.63 -0.30
H -3.70 -3.92 -1.18
H -2.31 -3.43 -2.15
H -3.09 -1.40 -0.17
H -4.26 -1.69 -1.45
H 1.45 3.14 -3.12
H 3.24 1.74 -3.30
H 2.11 1.30 -4.59
H 1.13 -0.43 -3.01
H 2.58 -0.18 -2.00
H 3.65 -0.50 -4.57
H 2.34 -1.67 -4.55
H 3.61 -1.74 -3.34
H 2.69 3.36 -1.13
H 2.47 3.15 1.17
H 0.07 1.55 3.15
H 1.17 2.91 3.05
H 2.37 0.22 2.48
H 1.89 0.48 4.14
H 3.48 2.17 4.50
H 3.60 2.63 2.82
H 4.34 1.14 3.37
H -1.41 -0.47 0.50
H -1.84 1.93 2.30
H -2.75 1.40 0.86
H -4.12 0.49 2.55
H -3.06 -0.86 2.15
H -2.72 0.06 3.58
*
```

=====

b.
The following is a quantum chemistry calculation of an isolated ion of composition C19H32FN2O3 and charge +1, from the OMol25 dataset.

## Properties
structure (SMILES): CCCCOOC(=O)c1c(NCCC)c[nH+]c(CCC)c1[C@@H](F)CC
HOMO-LUMO gap: 7.746 eV
LUMO level: -4.77 eV

The geometry in ORCA input format:
```
! wB97M-V def2-TZVPD RIJCOSX def2/J DEFGRID3
* xyz 1 1
C 4.70 -0.56 2.31
C 4.15 0.90 2.00
C 4.73 1.44 0.63
C 3.98 0.63 -0.54
O 2.97 1.49 -1.10
O 1.78 1.34 -0.40
C 0.78 1.34 -1.37
O 0.95 1.97 -2.37
C -0.54 0.53 -1.26
C -1.79 1.12 -1.82
N -1.83 2.43 -2.44
C -2.47 3.44 -1.52
C -1.87 3.44 -0.06
C -2.22 4.77 0.74
C -3.06 0.39 -1.78
N -3.09 -0.87 -1.22
C -1.98 -1.47 -0.65
C -2.23 -2.91 -0.06
C -3.00 -2.78 1.31
C -4.56 -2.94 1.13
C -0.66 -0.80 -0.64
C 0.56 -1.50 0.01
F 0.22 -2.10 1.26
C 1.19 -2.66 -0.89
C 2.33 -3.33 -0.01
H 5.43 -0.49 3.15
H 3.83 -1.22 2.55
H 5.22 -1.00 1.40
H 3.02 0.85 1.92
H 4.42 1.65 2.79
H 5.85 1.37 0.55
H 4.43 2.51 0.52
H 3.60 -0.36 -0.19
H 4.78 0.45 -1.32
H -2.52 2.31 -3.20
H -3.59 3.26 -1.50
H -2.27 4.46 -1.95
H -0.75 3.34 -0.16
H -2.33 2.59 0.51
H -3.03 5.34 0.21
H -1.33 5.44 0.85
H -2.60 4.54 1.78
H -3.98 0.83 -2.23
H -3.98 -1.38 -1.23
H -1.24 -3.42 0.00
H -2.88 -3.49 -0.78
H -2.79 -1.76 1.72
H -2.67 -3.53 2.07
H -4.85 -4.02 1.24
H -4.96 -2.60 0.14
H -5.12 -2.35 1.91
H 1.41 -0.81 0.24
H 0.42 -3.37 -1.26
H 1.71 -2.11 -1.73
H 3.19 -3.72 -0.60
H 2.70 -2.53 0.70
H 1.84 -4.09 0.65
*
```

=====

The least stable of them is b.